Computed, not measured: C17H16IO3PtS2 as an isolated structure, with ωB97M-V/def2-TZVPD.

The max |F| comes out at 0.02066 Eh/bohr. The calculation puts the HOMO energy (spin up / spin down) at -3.507 / -4.227 eV. The orbital gap (spin up / spin down) is 5.51 / 6.23 eV. The charge is -1. As for the spin multiplicity: 3.

Geometry (Å):
Pt  -0.744  0.166  0.255
S  -1.658  -2.034  0.298
C  -3.002  -1.736  1.366
C  -3.630  -2.834  1.958
C  -4.713  -2.682  2.798
C  -5.197  -1.406  3.069
C  -4.594  -0.310  2.494
C  -3.498  -0.442  1.638
S  -2.839  1.005  0.934
H  -3.238  -3.818  1.745
H  -5.178  -3.550  3.249
H  -6.036  -1.272  3.738
H  -4.949  0.689  2.698
I  7.913  1.996  2.276
C  5.916  1.618  1.658
C  5.666  0.564  0.802
C  4.361  0.305  0.423
C  3.320  1.088  0.910
C  3.602  2.147  1.766
C  4.902  2.419  2.149
C  1.890  0.772  0.569
O  1.651  -0.140  -0.253
O  1.000  1.441  1.144
H  6.478  -0.046  0.433
H  4.132  -0.516  -0.243
H  2.778  2.738  2.133
H  5.127  3.237  2.818
C  0.077  -0.133  -3.969
C  -1.072  -0.982  -3.432
C  -1.995  0.108  -2.903
O  -1.132  1.040  -2.277
C  0.127  1.015  -2.951
H  -0.167  0.247  -4.965
H  1.024  -0.665  -4.011
H  -0.736  -1.604  -2.601
H  -1.545  -1.607  -4.186
H  -2.719  -0.243  -2.167
H  -2.528  0.595  -3.738
H  0.904  0.839  -2.201
H  0.304  1.991  -3.423

These are the Löwdin partial charges, in e, on atoms 1 to 4: number 1, Pt, carries 0.66; number 2, S, carries 0.54; number 3, C, carries -0.72; number 4, C, carries -0.16